1.
{"formula": "C15H45F4N7O10P2V2", "method": "ωB97M-V with the def2-TZVPD basis set", "elements": ["V", "V", "O", "P", "O", "F", "F", "O", "P", "O", "F", "F", "C", "O", "H", "H", "H", "H", "C", "O", "N", "N", "H", "H", "H", "H", "C", "O", "N", "N", "H", "H", "H", "H", "C", "C", "C", "O", "C", "N", "H", "H", "H", "H", "H", "H", "H", "H", "H", "H", "H", "C", "C", "C", "O", "C", "N", "H", "H", "H", "H", "H", "H", "H", "H", "H", "H", "H", "C", "C", "C", "O", "C", "N", "H", "H", "H", "H", "H", "H", "H", "H", "H", "H", "H"], "coordinates": [[-1.5417, 3.0662, 1.9854], [-1.2373, -2.6207, 3.2495], [-1.5851, -0.7289, 4.1635], [-1.4760, 0.6808, 4.7015], [-1.3348, 1.8514, 3.7749], [-0.1377, 0.7292, 5.7120], [-2.7520, 0.9302, 5.7285], [-1.1918, -1.3579, 1.4978], [-1.1774, -0.2429, 0.4748], [-1.1320, 1.2376, 0.9669], [-2.3913, -0.4910, -0.5680], [-0.0423, -0.5069, -0.6826], [0.3971, 1.1000, -3.4543], [1.0413, -0.1217, -3.0680], [-0.6846, 0.9662, -3.4506], [0.8023, 1.8944, -2.8275], [0.7758, 1.4655, -4.4089], [0.8675, -0.2604, -2.1342], [2.1368, -2.4094, 3.4274], [0.9004, -2.2510, 3.3340], [2.7615, -3.5563, 3.6725], [3.1043, -1.6158, 3.1312], [2.4418, -4.4907, 3.8840], [3.7546, -3.5584, 3.4886], [2.9976, -0.6779, 2.7718], [4.0625, -1.8604, 3.3362], [-4.2539, 1.7087, -3.1914], [-5.0385, 1.7112, -4.0987], [-4.1041, 2.7185, -2.4057], [-3.5010, 0.6755, -2.8679], [-3.7833, 2.5629, -1.4607], [-4.5907, 3.5715, -2.6418], [-3.6895, -0.2138, -3.3079], [-3.0774, 0.7680, -1.9557], [-5.8280, -3.0326, -4.1162], [-4.8103, -2.6263, -3.1343], [-5.2905, -2.0372, -1.7293], [-6.1352, -0.9598, -1.7437], [-6.3720, -0.4571, -0.4083], [-4.1501, -3.9036, -2.8968], [-5.3152, -3.4161, -4.9983], [-6.3370, -2.1263, -4.4443], [-6.4196, -3.8855, -3.7834], [-4.1518, -1.9243, -3.6460], [-4.4326, -1.8266, -1.0907], [-5.7794, -2.8401, -1.1776], [-6.6161, -1.3363, 0.1881], [-7.2824, 0.1422, -0.3910], [-5.5690, 0.1772, -0.0328], [-4.7798, -4.4399, -2.3172], [-3.3426, -3.8669, -2.2913], [6.5392, -2.3665, -1.7832], [5.2722, -1.6264, -1.0517], [4.2521, -2.4713, -0.3672], [3.3385, -3.2907, -1.1369], [1.9666, -3.0279, -0.8161], [5.7102, -0.5024, -0.2846], [6.0008, -3.0016, -2.4866], [7.1093, -3.0377, -1.1408], [7.2095, -1.6725, -2.2902], [4.6915, -1.2768, -1.9054], [3.7610, -1.9260, 0.4387], [4.7524, -3.0750, 0.3900], [1.7651, -1.9828, -1.0510], [1.9093, -3.2655, 0.2462], [1.2982, -3.7016, -1.3522], [6.3396, -0.8181, 0.4395], [6.2666, 0.0092, -0.9545], [1.2792, 4.3594, 4.1793], [1.2731, 4.4313, 2.7236], [2.6843, 4.4843, 2.1819], [2.5331, 4.6462, 0.8013], [3.6505, 5.1313, 0.1465], [0.6864, 3.2032, 2.1250], [1.7894, 3.4747, 4.5601], [0.2617, 4.2977, 4.5654], [1.6719, 5.1993, 4.7523], [0.7152, 5.1979, 2.1857], [3.1699, 3.5337, 2.4028], [3.1636, 5.3746, 2.5890], [4.5447, 4.5080, 0.1605], [3.9432, 6.1443, 0.4229], [3.4481, 5.0299, -0.9197], [1.0936, 3.3601, 1.2141], [1.2005, 2.3432, 2.2518]], "forces_ev_per_angstrom": [[2.20, -2.18, 1.20], [1.91, 3.04, -0.11], [-0.10, 0.41, 0.37], [0.50, -0.17, 3.11], [-0.73, -0.12, -0.14], [-3.34, -0.10, -2.21], [3.11, -0.53, -2.28], [-0.13, 0.84, -1.41], [0.46, 0.81, -0.57], [-0.54, -3.11, -1.59], [1.26, 0.46, 1.89], [-2.07, 0.64, 3.19], [1.10, -0.05, 0.34], [0.01, 0.04, -0.54], [-0.03, 0.47, -0.04], [-0.70, 0.27, 0.61], [-0.30, -0.80, -0.39], [0.23, 0.19, -0.60], [-0.37, -3.27, -0.38], [-1.27, 0.28, 0.20], [0.38, -3.30, 0.97], [1.68, 5.44, -1.19], [-0.78, 0.50, 0.12], [-0.35, -0.41, 0.19], [-0.29, -0.15, 0.15], [-0.34, 0.26, -0.05], [-2.08, -1.32, -2.43], [-0.80, -0.21, -1.74], [0.73, 4.11, 3.21], [1.87, -2.18, 1.02], [-0.09, 0.50, -0.30], [-0.04, -0.19, 0.24], [0.19, 0.56, 0.38], [0.18, -0.88, -0.63], [-1.29, 0.18, -1.51], [1.30, -0.45, -0.94], [-0.06, -0.83, 1.63], [-0.06, 0.82, -1.00], [-0.80, -0.57, -0.49], [-0.49, 2.67, 3.55], [0.11, 0.17, -0.08], [-0.73, -0.35, 0.13], [-0.69, 0.49, 0.15], [0.37, -0.14, 0.43], [0.75, 0.16, -0.39], [-0.35, -0.68, -0.14], [0.38, 0.14, 0.60], [0.09, 0.01, -0.57], [0.35, -0.37, -0.02], [-0.87, -1.42, -0.80], [1.67, -0.18, -0.89], [-2.56, -0.37, 0.90], [1.18, -0.86, -2.93], [-0.18, -1.55, 2.18], [0.61, 0.78, -0.06], [1.56, -0.10, 0.17], [-0.47, 0.54, 0.54], [0.57, -0.13, -0.46], [0.00, 0.22, 0.29], [-0.30, 0.08, 0.05], [0.14, 0.62, -0.24], [-1.00, 1.17, -0.77], [0.65, -1.36, -0.41], [-0.33, -0.08, 0.20], [-0.71, 0.35, 0.38], [0.32, 0.04, -0.26], [0.32, 0.03, 0.10], [0.26, 0.53, 0.37], [-1.15, 0.24, 2.38], [1.12, -0.74, -0.71], [-0.52, 1.04, -0.16], [-0.61, -0.58, 0.17], [1.34, -0.10, -2.00], [-1.32, 0.26, -1.45], [0.13, -0.11, -0.23], [-0.24, -0.23, 0.06], [0.34, 0.23, -0.59], [-0.02, 0.64, 0.73], [0.58, 0.09, 0.31], [0.48, -0.27, 0.30], [0.10, -0.39, 1.01], [-0.30, 0.08, 0.04], [-0.40, 0.75, -0.06], [-0.64, 0.15, -1.55], [-0.08, -0.48, 1.45]], "total_charge": 3, "homo_ev": [-14.6, -14.6], "e_tot_ev": -127990.5400, "s_squared": 15.7631, "multiplicity": 8, "homo_lumo_gap_ev": [5.407, 2.011]}

---

2.
{"formula": "C15H46N2O9", "method": "ωB97M-V with the def2-TZVPD basis set", "elements": ["N", "H", "H", "H", "H", "N", "O", "O", "O", "C", "C", "C", "O", "H", "H", "H", "H", "H", "H", "H", "H", "C", "C", "C", "O", "H", "H", "H", "H", "H", "H", "H", "H", "C", "C", "C", "O", "H", "H", "H", "H", "H", "H", "H", "H", "C", "C", "C", "O", "H", "H", "H", "H", "H", "H", "H", "H", "C", "C", "C", "O", "H", "H", "H", "H", "H", "H", "H", "H", "O", "H", "H"], "coordinates": [[-0.8384, 0.1314, 0.4527], [-0.1837, 0.0255, -0.3281], [-0.3541, -0.2368, 1.2879], [-1.6450, -0.4754, 0.2645], [-1.1369, 1.1069, 0.5767], [-0.9262, 3.6847, 1.6677], [0.0187, 4.0770, 0.9484], [-1.5387, 2.6270, 1.3675], [-1.2497, 4.3190, 2.6725], [1.2861, 2.0314, -2.0171], [1.4632, 0.7259, -2.7570], [2.8994, 0.1994, -2.6877], [0.6291, -0.2258, -2.0457], [1.4670, 1.9061, -0.9501], [0.2585, 2.3725, -2.1568], [1.9263, 2.8311, -2.3884], [1.0585, 0.8050, -3.7675], [3.1716, -0.0052, -1.6539], [3.6161, 0.8479, -3.1909], [2.9298, -0.7453, -3.2411], [0.4286, -0.9257, -2.6755], [4.8369, 1.1204, 1.8802], [3.6022, 1.6162, 2.6057], [2.5617, 2.2716, 1.7102], [2.9651, 0.5114, 3.2936], [5.6838, 0.9653, 2.5515], [5.1941, 1.9087, 1.2116], [4.6705, 0.2166, 1.2936], [3.9401, 2.3180, 3.3723], [1.8636, 2.9073, 2.2523], [1.9660, 1.5120, 1.1978], [3.0496, 2.8727, 0.9434], [3.2800, 0.4792, 4.2002], [-2.5681, -2.2174, -1.9336], [-3.6152, -2.3313, -0.8205], [-3.6455, -3.7093, -0.1632], [-3.2699, -1.3754, 0.2144], [-2.5592, -3.1577, -2.4847], [-1.5917, -2.0086, -1.4970], [-2.8412, -1.4276, -2.6311], [-4.5970, -2.1126, -1.2466], [-3.9687, -4.4864, -0.8596], [-4.3199, -3.7280, 0.6919], [-2.6314, -3.9812, 0.1349], [-4.0531, -1.3124, 0.7716], [-5.9187, 2.4802, -1.1064], [-4.5618, 1.9955, -0.7220], [-3.7019, 1.4779, -1.8639], [-3.9093, 3.1408, -0.1864], [-5.9514, 3.2469, -1.8837], [-6.4002, 2.9674, -0.2536], [-6.6705, 1.7356, -1.3870], [-4.6701, 1.2264, 0.0549], [-2.6809, 1.3305, -1.5133], [-3.7335, 2.1957, -2.6831], [-4.0947, 0.5238, -2.2301], [-3.1101, 2.8659, 0.2945], [3.5158, -3.1979, 1.9931], [3.1365, -3.2398, 0.5203], [1.9326, -2.4160, 0.1295], [4.2796, -2.8090, -0.2153], [4.4335, -3.7208, 2.2434], [2.7065, -3.5792, 2.6195], [3.5704, -2.1310, 2.2323], [2.9633, -4.2786, 0.2058], [1.7581, -2.4413, -0.9470], [2.0729, -1.3674, 0.4003], [1.0291, -2.7751, 0.6276], [4.0963, -2.8237, -1.1582], [0.6021, -0.7391, 2.6566], [1.4078, -0.1926, 2.7577], [0.6657, -1.4031, 3.3475]], "forces_ev_per_angstrom": [[0.30, -1.04, -0.33], [-0.08, 0.27, -0.30], [-0.17, 0.26, 0.28], [-0.19, 0.19, 0.12], [0.15, 0.74, 0.38], [1.17, 1.62, 0.30], [-0.42, -0.54, 0.05], [-0.68, -1.11, -0.37], [-0.14, -0.42, -0.25], [-0.46, 0.27, -0.29], [0.46, 0.08, 0.97], [-0.54, -0.34, -0.90], [-0.19, -0.10, -0.41], [0.05, 0.02, -0.01], [0.00, 0.06, 0.22], [0.16, -0.14, -0.03], [0.34, 0.04, -0.14], [0.10, 0.20, 0.03], [-0.01, 0.20, 0.25], [0.12, -0.10, 0.13], [-0.09, -0.13, 0.20], [0.48, 0.44, -0.32], [0.03, -0.08, 0.17], [0.13, -0.12, 0.03], [-0.03, 0.06, 0.00], [-0.20, -0.32, 0.20], [-0.14, -0.06, -0.14], [-0.14, -0.01, 0.03], [-0.16, 0.18, -0.06], [0.07, -0.03, 0.04], [0.09, -0.10, -0.03], [-0.07, 0.09, 0.04], [-0.01, -0.04, 0.00], [-0.68, -0.11, 0.29], [0.51, -0.37, 0.23], [0.22, -0.11, -0.55], [-0.55, -0.16, -0.64], [0.24, 0.02, -0.03], [0.10, -0.16, -0.09], [0.18, 0.12, 0.07], [-0.07, 0.23, 0.16], [-0.13, 0.11, -0.07], [0.08, 0.02, 0.08], [-0.05, 0.05, 0.27], [0.19, 0.26, 0.23], [-1.84, 0.44, -0.02], [0.80, 0.56, 0.17], [-0.68, -0.45, -0.08], [-0.09, -0.12, 0.22], [0.52, -0.12, -0.13], [0.33, 0.00, 0.19], [0.48, -0.41, -0.19], [0.06, -0.07, -0.01], [0.07, 0.03, -0.13], [0.22, 0.04, 0.01], [0.08, -0.02, -0.07], [0.03, 0.21, 0.09], [-0.89, 0.90, -0.16], [0.38, -1.04, -0.62], [-0.27, 0.23, 0.31], [0.53, 0.42, 0.23], [0.08, 0.05, -0.23], [-0.02, -0.22, -0.13], [0.45, -0.07, 0.28], [-0.21, -0.07, 0.25], [0.09, -0.15, -0.03], [0.05, -0.02, 0.07], [0.00, 0.01, 0.02], [-0.15, -0.04, 0.00], [0.10, 0.04, -0.02], [0.01, -0.06, 0.24], [-0.09, -0.02, -0.02]], "e_above_lowest_kj_mol": 26.7, "homo_ev": -8.0, "e_tot_ev": -37705.6264, "homo_lumo_gap_ev": 8.104}

---

3.
{"formula": "C15H46N8O7", "method": "ωB97M-V with the def2-TZVPD basis set", "elements": ["C", "O", "C", "C", "C", "N", "H", "H", "H", "H", "H", "H", "H", "H", "H", "H", "H", "C", "O", "C", "C", "C", "N", "H", "H", "H", "H", "H", "H", "H", "H", "H", "H", "H", "N", "C", "N", "O", "H", "H", "H", "H", "N", "C", "N", "O", "H", "H", "H", "H", "N", "C", "N", "O", "H", "H", "H", "H", "C", "C", "O", "H", "H", "H", "H", "H", "H", "C", "C", "O", "H", "H", "H", "H", "H", "H"], "coordinates": [[-3.0963, 4.4394, 1.4474], [-3.1404, 3.7335, 2.6527], [-2.0934, 2.8251, 2.7604], [-2.0773, 2.1543, 4.1332], [-2.0201, 3.1980, 5.2495], [-1.0080, 1.1764, 4.1727], [-3.0563, 3.7622, 0.5821], [-2.1947, 5.0684, 1.3846], [-3.9624, 5.0877, 1.3506], [-2.1998, 2.0124, 2.0281], [-1.0827, 3.2628, 2.6718], [-3.0413, 1.6555, 4.2954], [-2.7879, 3.9601, 5.0996], [-1.0492, 3.7110, 5.2545], [-2.1784, 2.7940, 6.2499], [-1.1428, 0.4050, 4.8076], [-0.1448, 1.6552, 4.4014], [-0.5565, 1.7822, -1.1162], [-0.1846, 0.4239, -0.9747], [-0.3015, -0.0174, 0.3665], [0.0319, -1.4764, 0.4762], [1.4784, -1.8761, 0.2205], [-0.9198, -2.2474, -0.3693], [-0.1417, 2.4116, -0.3220], [-1.6490, 1.8485, -1.1263], [-0.0991, 2.1083, -2.0502], [0.3300, 0.5909, 1.0280], [-1.3168, 0.2012, 0.7316], [-0.2253, -1.6722, 1.5256], [1.5057, -2.9647, 0.2102], [2.1551, -1.4645, 0.9748], [1.8657, -1.4988, -0.7292], [-0.8061, -1.7739, -1.2748], [-0.4930, -3.1428, -0.6099], [-0.9872, 0.4667, -4.2498], [-0.4359, -0.7185, -4.6673], [-0.2048, -0.8181, -6.0224], [-0.2676, -1.6662, -3.9059], [-1.1775, 0.4549, -3.2615], [-0.9751, 1.2865, -4.8234], [0.2932, -1.6471, -6.2900], [-0.6325, -0.2386, -6.7175], [-1.3996, -6.4643, -2.2937], [-0.4969, -5.4226, -2.3235], [-0.5485, -4.6388, -3.4331], [0.3182, -5.2563, -1.4251], [-2.1756, -6.3934, -2.9287], [-1.4964, -7.0356, -1.4775], [-1.0680, -4.9402, -4.2364], [0.0112, -3.8048, -3.5003], [-2.6711, -4.1515, 2.2333], [-2.8034, -2.9372, 2.8805], [-2.7876, -1.8603, 2.0377], [-2.8764, -2.8615, 4.0988], [-2.8680, -4.1847, 1.2509], [-2.6658, -4.9394, 2.8511], [-2.4755, -2.0441, 1.0898], [-2.8759, -0.9226, 2.3763], [2.4214, 2.4159, 1.6412], [3.8467, 2.9326, 1.8024], [4.2235, 3.0078, 3.1834], [1.7443, 3.2530, 1.8304], [2.2432, 1.5891, 2.3300], [2.1742, 2.0367, 0.6469], [3.8971, 3.9270, 1.3491], [4.5923, 2.2829, 1.3472], [3.8782, 3.8350, 3.5301], [3.4667, 0.0527, -3.3009], [4.9550, 0.3318, -3.1840], [5.4029, 0.9451, -4.3957], [3.2013, -0.7150, -2.5721], [3.2349, -0.3382, -4.2919], [2.8856, 0.9577, -3.1404], [5.5301, -0.5707, -2.9701], [5.1190, 1.0355, -2.3602], [6.0527, 1.6253, -4.2102]], "forces_ev_per_angstrom": [[0.49, 0.21, -0.59], [-0.19, 0.34, 0.17], [0.60, -1.17, 0.63], [-1.12, 0.20, 0.96], [0.19, 0.53, -0.01], [0.33, 0.23, -0.58], [-0.15, -0.04, 0.07], [-0.07, -0.03, 0.10], [-0.14, -0.10, 0.19], [0.14, 0.20, -0.21], [-0.24, 0.35, -0.45], [0.15, -0.25, -0.36], [0.04, -0.03, -0.07], [-0.04, -0.04, -0.04], [0.07, -0.30, -0.11], [-0.18, 0.08, 0.14], [0.11, -0.26, 0.07], [0.38, -0.47, -0.12], [0.29, 0.27, 0.07], [-0.12, 0.69, 0.03], [-0.57, -0.56, 0.59], [0.09, 0.50, -0.05], [0.74, 0.67, -0.84], [-0.11, -0.07, 0.13], [-0.01, 0.34, -0.05], [-0.33, 0.18, -0.10], [0.25, -0.15, -0.12], [-0.11, -0.36, -0.15], [0.25, -0.35, -0.05], [0.35, 0.00, 0.08], [-0.11, -0.23, 0.18], [-0.31, -0.12, -0.17], [-0.60, -0.11, 0.03], [-0.10, -0.22, 0.50], [0.31, -1.11, 0.04], [-0.92, -0.13, -0.40], [0.50, -0.19, 0.66], [0.37, 0.47, -0.24], [-0.03, 0.51, 0.00], [0.00, 0.17, 0.21], [-0.15, -0.01, -0.26], [0.03, 0.11, 0.05], [-0.15, 0.43, -0.89], [0.64, -0.36, 0.61], [-0.29, -0.28, -0.08], [-0.26, 0.27, 0.02], [-0.15, -0.27, 0.22], [0.16, 0.14, 0.16], [-0.02, 0.19, -0.02], [-0.03, 0.05, 0.06], [0.04, 1.00, 0.34], [0.25, 0.17, 0.37], [-0.25, -0.79, -0.43], [-0.09, 0.07, -0.16], [0.07, -0.49, -0.01], [-0.15, -0.28, -0.30], [0.08, 0.45, -0.08], [0.10, -0.06, 0.27], [0.03, 0.01, -0.02], [-0.11, -0.07, 0.17], [-0.14, 0.18, -0.27], [-0.22, -0.25, 0.24], [-0.08, 0.16, 0.13], [0.33, 0.13, -0.14], [0.30, -0.08, -0.12], [-0.10, -0.02, -0.15], [0.00, -0.05, 0.14], [0.37, -0.39, 0.03], [-0.12, 0.74, 0.01], [-0.09, -0.12, -0.18], [-0.25, 0.16, 0.04], [0.04, -0.02, -0.01], [-0.09, -0.01, 0.04], [-0.02, -0.10, -0.14], [0.04, -0.18, 0.11], [0.07, -0.08, 0.12]], "e_above_lowest_kj_mol": 0.0, "homo_ev": -9.2, "e_tot_ev": -42555.9934, "homo_lumo_gap_ev": 9.613}